52
Properties=species:S:1:pos:R:3 method="wB97M-V/def2-TZVPD" homo_ev=-4.41 relative_energy_kj_mol=98.8 orbital_gap_ev=6.79 charge=-1
Pd -0.112 -0.214 -0.642
O -1.167 -4.228 -1.761
C -0.806 -3.295 -1.033
O -1.465 -2.235 -0.784
C 0.526 -3.441 -0.307
C 0.612 -4.429 0.666
C 1.771 -4.620 1.406
C 2.872 -3.816 1.157
C 2.804 -2.834 0.181
C 1.641 -2.628 -0.566
S 1.633 -1.341 -1.791
H -0.253 -5.060 0.835
H 1.812 -5.390 2.167
H 3.786 -3.947 1.725
H 3.657 -2.196 -0.014
N -0.990 3.317 -1.420
N 0.370 3.297 -1.876
H -1.340 4.260 -1.507
H -1.071 3.019 -0.455
H 0.999 3.655 -1.165
H 0.616 2.318 -1.996
C 1.813 1.715 0.771
N 1.713 1.100 2.080
C 1.683 2.103 3.125
C 0.620 0.127 2.174
C -0.781 0.680 1.963
C -1.478 1.213 3.041
C -2.742 1.758 2.866
C -3.306 1.758 1.602
C -2.617 1.216 0.523
C -1.341 0.669 0.674
H 2.728 2.311 0.730
H 0.960 2.373 0.536
H 1.883 0.938 0.002
H 2.608 2.683 3.087
H 1.626 1.616 4.100
H 0.838 2.804 3.037
H 0.683 -0.356 3.154
H 0.851 -0.676 1.454
H -1.035 1.183 4.032
H -3.284 2.165 3.712
H -4.298 2.171 1.450
H -3.100 1.229 -0.447
C -0.944 1.393 -4.201
Te -1.719 0.069 -2.704
C -1.255 -1.612 -3.916
H -1.499 1.215 -5.121
H 0.114 1.196 -4.368
H -1.079 2.419 -3.870
H -1.769 -1.492 -4.868
H -1.594 -2.504 -3.392
H -0.177 -1.658 -4.047

56
Properties=species:S:1:pos:R:3 method="wB97M-V/def2-TZVPD" homo_ev="-15.39 / -15.39" relative_energy_kj_mol=0.0 orbital_gap_ev="5.28 / 2.11" spin_multiplicity=5 s_squared=6.04 charge=+3
Ru -1.091 0.227 -1.230
N 1.108 -0.490 -0.450
N 0.875 -1.371 0.619
C -0.270 -2.041 0.727
N -0.450 -2.889 1.710
S -1.541 -1.886 -0.468
H 1.830 -0.877 -1.055
H 1.415 0.414 -0.077
H 1.611 -1.488 1.306
H 0.261 -3.094 2.401
H -1.320 -3.397 1.790
C -3.008 7.382 2.388
C -2.422 6.156 1.821
C -1.052 5.833 2.058
C -0.495 4.696 1.529
C -1.312 3.862 0.757
C -2.675 4.132 0.510
C -3.219 5.266 1.043
S -0.599 2.421 0.073
O 0.808 2.413 0.330
O -0.961 2.343 -1.392
O -1.295 1.181 0.617
H -3.450 7.137 3.369
H -3.826 7.767 1.781
H -2.262 8.153 2.574
H -0.451 6.502 2.660
H 0.545 4.450 1.691
H -3.272 3.458 -0.090
H -4.262 5.503 0.876
C 1.287 1.722 -9.288
C 0.848 2.676 -8.167
N -0.173 2.083 -7.302
C -1.566 2.474 -7.507
C -2.074 2.181 -8.918
C 0.260 1.241 -6.311
O 1.436 1.034 -6.091
C -0.737 0.503 -5.443
C -1.610 -0.455 -5.946
C -2.347 -1.239 -5.069
C -2.175 -1.071 -3.715
N -1.309 -0.153 -3.222
C -0.615 0.629 -4.077
H 2.042 2.231 -9.886
H 0.459 1.452 -9.939
H 1.732 0.819 -8.872
H 0.435 3.595 -8.579
H 1.712 2.914 -7.549
H -1.630 3.550 -7.313
H -2.189 1.977 -6.768
H -1.557 2.780 -9.666
H -3.133 2.433 -8.967
H -1.957 1.127 -9.174
H -1.711 -0.597 -7.017
H -3.034 -1.991 -5.431
H -2.708 -1.682 -3.003
H 0.082 1.338 -3.646

47
Properties=species:S:1:pos:R:3 method="wB97M-V/def2-TZVPD" homo_ev=-8.27 relative_energy_kj_mol=6.7 orbital_gap_ev=8.49 charge=0
C -7.172 -2.212 0.124
C -7.311 -0.705 -0.053
C -6.029 0.063 0.276
C -4.919 -0.185 -0.744
H -5.291 0.073 -1.738
H -4.666 -1.247 -0.753
C -3.628 0.607 -0.491
C -3.010 0.207 0.856
H -3.461 0.763 1.680
H -3.143 -0.869 1.013
O -1.618 0.500 0.928
C -0.781 -0.386 0.363
O -1.145 -1.413 -0.163
C 0.610 0.063 0.485
C 1.610 -0.680 -0.010
C 3.025 -0.386 0.024
C 3.920 -1.285 -0.559
C 5.282 -1.059 -0.558
C 5.793 0.091 0.036
C 4.908 1.001 0.624
C 3.554 0.767 0.618
H 2.894 1.484 1.079
H 5.319 1.887 1.081
O 7.108 0.421 0.099
C 8.054 -0.451 -0.473
H 9.023 0.013 -0.302
H 7.893 -0.567 -1.550
H 8.034 -1.435 0.006
H 5.935 -1.782 -1.021
H 3.537 -2.182 -1.024
H 1.331 -1.610 -0.493
H 0.753 1.006 0.986
C -3.846 2.120 -0.600
C -2.543 2.902 -0.717
H -1.928 2.759 0.167
H -2.749 3.965 -0.827
H -1.976 2.571 -1.585
H -4.459 2.318 -1.483
H -4.397 2.474 0.274
H -2.914 0.309 -1.268
H -5.689 -0.227 1.271
H -6.264 1.129 0.298
H -7.609 -0.486 -1.081
H -8.108 -0.347 0.604
H -8.128 -2.702 -0.048
H -6.845 -2.447 1.135
H -6.451 -2.625 -0.576

57
Properties=species:S:1:pos:R:3 method="wB97M-V/def2-TZVPD" homo_ev="-16.89 / -16.89" orbital_gap_ev="3.72 / 3.72" charge=+3
W 0.664 0.480 0.781
N 0.971 2.969 -0.236
C 2.397 3.343 -0.378
C 3.325 2.467 0.512
O 4.564 2.734 0.637
N 2.689 1.421 1.093
C 3.528 0.475 1.780
C 2.568 0.139 2.977
O 2.700 0.169 4.185
O 1.357 -0.150 2.406
H 0.526 3.519 0.495
H 0.414 3.195 -1.072
H 2.743 3.185 -1.396
H 2.564 4.399 -0.109
H 3.652 -0.417 1.141
H 4.495 0.921 1.990
C 1.332 1.730 -3.129
P 0.263 0.691 -2.086
C -1.418 1.149 -2.699
C 0.505 -0.924 -2.973
H 1.295 1.386 -4.171
H 2.396 1.686 -2.755
H 1.042 2.806 -3.180
H -1.453 1.233 -3.792
H -1.765 2.066 -2.195
H -2.126 0.315 -2.385
H 0.447 -0.801 -4.070
H -0.250 -1.664 -2.617
H 1.518 -1.305 -2.754
Br -3.247 4.072 -0.322
C -4.042 2.569 0.521
C -5.418 2.435 0.438
C -6.041 1.201 0.625
C -5.326 0.132 1.232
C -4.008 0.369 1.537
C -3.286 1.486 1.056
C -1.851 1.207 0.818
O -1.520 0.129 0.201
O -0.921 1.966 1.291
H -5.975 3.283 0.059
H -7.094 1.098 0.384
H -5.791 -0.853 1.443
H -3.439 -0.401 2.095
O 1.191 -1.263 -0.079
S 2.054 -2.573 0.580
C 1.531 -3.956 -0.464
C 1.110 -5.114 0.437
C 0.987 -4.694 1.901
C 1.262 -3.190 2.086
H 2.361 -4.212 -1.120
H 0.730 -3.593 -1.132
H 1.807 -5.980 0.301
H 0.141 -5.546 0.120
H 1.672 -5.283 2.552
H -0.040 -4.919 2.309
H 1.870 -2.974 2.954
H 0.340 -2.614 2.179

54
Properties=species:S:1:pos:R:3 method="wB97M-V/def2-TZVPD" homo_ev=-13.79 relative_energy_kj_mol=110.8 orbital_gap_ev=7.22 charge=+2
Lu 0.020 -0.143 -0.082
P 2.295 -1.370 -0.194
C 2.412 -1.739 -1.988
C 1.086 -2.030 -2.685
N -0.045 -1.477 -2.170
C -1.219 -1.671 -2.829
C -1.308 -2.455 -3.986
C -0.139 -3.023 -4.515
C 1.077 -2.795 -3.855
C -2.487 -1.077 -2.220
P -2.243 0.458 -1.222
H 2.020 -3.207 -4.228
H -2.285 -2.605 -4.455
H -0.177 -3.630 -5.421
H -3.215 -0.782 -2.993
H -2.957 -1.810 -1.533
H 2.894 -0.832 -2.439
H 3.094 -2.602 -2.029
H 1.822 3.616 -2.864
O 2.602 3.416 -3.381
H 2.381 3.783 -4.269
H -1.489 4.666 -0.748
O -1.117 5.411 -1.251
H -1.560 6.180 -0.855
C -2.312 1.846 -2.408
H -3.306 1.789 -2.891
H -2.159 2.805 -1.868
H -1.492 1.727 -3.142
C -3.673 0.608 -0.092
H -3.544 1.531 0.511
H -4.578 0.649 -0.733
H -3.679 -0.269 0.588
C 2.201 -2.972 0.681
H 3.131 -3.511 0.421
H 2.106 -2.786 1.769
H 1.302 -3.521 0.344
C 3.814 -0.498 0.301
H 3.748 -0.256 1.383
H 4.650 -1.192 0.073
H 3.876 0.446 -0.280
Cl -0.034 1.696 8.262
C -0.074 1.205 6.619
C -0.275 -0.151 6.311
C -0.306 -0.549 4.981
C -0.139 0.383 3.973
C 0.065 1.742 4.263
C 0.097 2.154 5.597
C -0.166 -0.059 2.574
O -0.343 -1.234 2.077
O 0.046 0.928 1.744
H -0.404 -0.871 7.107
H -0.460 -1.588 4.712
H 0.198 2.472 3.469
H 0.250 3.194 5.868

54
Properties=species:S:1:pos:R:3 method="wB97M-V/def2-TZVPD" homo_ev="0.69 / 0.49" relative_energy_kj_mol=409.2 orbital_gap_ev="3.96 / 4.16" spin_multiplicity=4 s_squared=3.80 charge=-2
Mn 0.648 -0.065 1.504
Cl 1.565 1.807 0.394
C -1.315 -0.921 1.880
C -2.213 -0.856 0.817
C -3.544 -1.298 0.971
C -4.001 -1.808 2.195
C -3.121 -1.799 3.285
C -1.798 -1.328 3.122
H -1.892 -0.447 -0.146
H -4.242 -1.234 0.133
H -3.472 -2.140 4.265
H -1.212 -1.279 4.037
C -5.405 -2.345 2.289
H -5.708 -2.463 3.334
H -5.489 -3.321 1.789
H -6.096 -1.656 1.786
C 1.752 -0.255 -2.771
N 1.804 -0.300 -1.397
H 0.834 1.185 -4.110
N 0.489 1.360 -1.976
H 2.398 -0.816 -3.411
C 2.571 -1.355 -0.688
C 3.368 -2.143 -1.720
C 3.640 -0.708 0.176
H 4.075 -1.486 -2.259
H 3.975 -2.896 -1.191
H 2.731 -2.681 -2.438
H 2.171 -3.056 0.560
H 0.983 -2.778 -0.736
H 3.264 -0.238 1.087
C 1.602 -2.285 0.024
H 4.182 0.043 -0.417
H 4.342 -1.484 0.511
H 0.914 -1.801 0.737
C 0.949 0.768 -3.114
C 0.413 3.793 -1.443
H 1.370 3.904 -1.969
H -0.181 4.696 -1.635
C -0.343 2.593 -1.996
H -2.332 3.150 -1.419
C -0.601 2.983 -3.449
H -1.119 2.213 -4.039
H 0.582 3.730 -0.369
H -1.507 2.104 -0.228
H 0.339 3.266 -3.956
H -1.237 3.888 -3.459
C -1.654 2.297 -1.293
H -2.123 1.421 -1.759
C 0.925 0.636 -0.859
O 2.392 -0.748 4.794
S 1.779 0.291 3.985
O 1.881 1.621 4.532
O 2.366 0.225 2.533
O 0.303 0.018 3.507

57
Properties=species:S:1:pos:R:3 method="wB97M-V/def2-TZVPD" homo_ev=-8.31 relative_energy_kj_mol=83.7 orbital_gap_ev=8.60 charge=0
Cu -0.459 0.155 0.845
O -1.387 1.372 -0.747
C -2.654 1.997 -0.626
C -2.785 2.956 0.554
C -2.729 2.268 1.930
C -1.393 2.420 2.595
C -1.281 3.013 3.845
C -0.033 3.126 4.432
C 1.075 2.695 3.718
C 0.883 2.138 2.470
N -0.322 1.976 1.926
H -0.697 2.049 -0.746
H -3.377 1.185 -0.535
H -2.858 2.546 -1.555
H -3.740 3.472 0.441
H -1.993 3.708 0.492
H -2.936 1.203 1.813
H -3.491 2.690 2.584
H -2.168 3.353 4.357
H 0.070 3.540 5.423
H 2.067 2.769 4.128
H 1.718 1.789 1.878
F -1.787 -1.148 1.859
Sb -0.476 -1.639 3.262
F -0.833 0.054 4.074
F 1.055 -0.823 2.399
F 0.705 -2.079 4.660
F -0.136 -3.216 2.272
F -1.954 -2.393 4.161
S 1.030 -1.080 -0.654
C 0.555 -2.806 -0.601
C -0.763 -3.187 -0.788
C -1.069 -4.536 -0.851
C -0.072 -5.488 -0.715
C 1.238 -5.096 -0.499
C 1.557 -3.751 -0.448
H -1.534 -2.433 -0.875
H -2.092 -4.845 -1.001
H -0.315 -6.540 -0.766
H 2.012 -5.840 -0.378
H 2.574 -3.427 -0.288
C 3.472 -0.542 -3.060
Ge 1.769 0.454 -3.257
C 1.819 2.283 -2.469
C 1.275 0.572 -5.182
C 0.385 -0.646 -2.316
H 4.274 -0.109 -3.651
H 3.321 -1.566 -3.390
H 3.781 -0.566 -2.020
H 2.660 2.840 -2.873
H 1.919 2.243 -1.388
H 0.912 2.828 -2.715
H 1.994 1.170 -5.735
H 0.296 1.021 -5.314
H 1.257 -0.420 -5.624
H 0.219 -1.578 -2.852
H -0.560 -0.131 -2.196

56
Properties=species:S:1:pos:R:3 method="wB97M-V/def2-TZVPD" homo_ev="-17.90 / -19.13" orbital_gap_ev="6.30 / 5.45" spin_multiplicity=4 s_squared=3.83 charge=+3
Tc -0.047 0.273 -0.112
P 0.933 1.525 1.464
C 1.934 2.616 0.471
C 2.211 2.198 -0.851
N 1.408 1.177 -1.355
C 1.571 0.729 -2.613
C 2.611 1.185 -3.413
C 3.457 2.182 -2.939
C 3.253 2.694 -1.672
C 0.622 -0.340 -3.083
P -0.949 -0.282 -2.079
H 3.907 3.451 -1.238
H 2.718 0.736 -4.397
H 4.274 2.541 -3.565
H 0.377 -0.212 -4.140
H 1.096 -1.324 -2.955
H 0.556 4.454 -0.119
H 2.581 3.372 0.914
H -1.750 3.965 -0.468
O -0.311 4.874 -0.302
H -0.146 5.828 -0.339
H -1.549 0.679 0.227
O -2.294 3.166 -0.247
H -2.722 2.881 -1.053
C -2.026 0.834 -3.031
H -2.059 0.491 -4.076
H -3.030 0.796 -2.581
H -1.659 1.872 -2.980
C -1.659 -1.931 -2.359
H -2.674 -1.936 -1.932
H -1.703 -2.129 -3.443
H -1.066 -2.716 -1.861
C 2.037 0.524 2.517
H 2.645 1.170 3.160
H 1.417 -0.138 3.132
H 2.699 -0.092 1.900
C -0.012 2.476 2.699
H -0.444 1.745 3.401
H 0.664 3.157 3.238
H -0.817 3.031 2.198
O 1.008 -6.020 1.588
S 0.116 -5.112 0.903
O -0.800 -5.626 -0.100
N 0.938 -3.784 0.315
C 0.448 -2.638 0.759
O 0.768 -1.511 0.190
C -0.516 -2.749 1.879
C -1.253 -1.805 2.632
C -2.268 -2.244 3.485
C -2.554 -3.603 3.602
C -1.821 -4.530 2.852
C -0.799 -4.091 2.032
H -1.058 -0.734 2.562
H -2.861 -1.535 4.060
H -3.353 -3.952 4.253
H -2.051 -5.586 2.876

51
Properties=species:S:1:pos:R:3 method="wB97M-V/def2-TZVPD" homo_ev=-8.04 relative_energy_kj_mol=132.7 orbital_gap_ev=8.56 charge=0
C -5.071 -4.487 -0.112
C -4.853 -3.138 0.563
H -4.547 -3.283 1.599
H -5.791 -2.580 0.570
C -3.773 -2.321 -0.153
N -3.516 -1.079 0.554
C -2.134 -0.681 0.651
H -1.561 -1.544 1.000
C -1.491 -0.159 -0.650
N -1.793 1.232 -0.921
C -3.049 1.698 -1.133
O -3.263 2.883 -1.316
C -4.166 0.677 -1.152
H -3.957 -0.083 -1.909
H -5.069 1.213 -1.447
C -4.406 0.007 0.217
H -5.425 -0.384 0.238
H -4.325 0.765 1.002
C -0.720 2.202 -0.935
C -0.513 2.892 0.410
H 0.165 3.738 0.308
H -1.467 3.252 0.791
S 0.117 1.782 1.716
C 1.611 1.148 1.001
C 1.942 -0.177 1.259
C 3.101 -0.728 0.753
C 3.952 0.045 -0.033
C 3.621 1.376 -0.284
C 2.466 1.927 0.232
H 2.242 2.964 0.037
H 4.279 1.990 -0.884
N 5.140 -0.446 -0.581
C 5.651 -1.714 -0.533
O 5.111 -2.651 0.006
C 6.985 -1.817 -1.245
H 6.876 -1.545 -2.293
H 7.710 -1.151 -0.781
H 7.345 -2.839 -1.177
H 5.684 0.242 -1.082
H 3.350 -1.756 0.956
H 1.280 -0.774 1.868
H -0.994 2.977 -1.659
H 0.202 1.713 -1.262
H -0.407 -0.251 -0.566
H -1.815 -0.783 -1.493
H -2.061 0.100 1.413
H -2.852 -2.908 -0.171
H -4.083 -2.160 -1.197
H -4.153 -5.070 -0.107
H -5.385 -4.352 -1.145
H -5.840 -5.053 0.408

Result set for energy: -49261.802; -58952.238; -25230.320; -126330.923; -93493.906; -84949.010; -157479.912; -63901.052; -38505.793 eV, one per record in the order listed.